Record 1
This record from the OMol25 dataset describes a 4-piece molecular cluster, C18H39BrN3O15PS overall in a non-equilibrium geometry. The level of theory is wB97M-V/def2-TZVPD.

Results
**Gap between HOMO and LUMO**: 0.34451 hartree
**HOMO**: -9.45 eV
**SMILES**: NC(N)(N)C[C@]1(P(=O)(O)O)OS(=O)(=O)CC[C@H]1Br.CCOC(=O)OC.CCOC(=O)OC.CCOC(=O)OC
**LUMO**: -0.08 eV
**Strongest force on any atom**: 1.0 eV/Å

Last column: Mulliken charge in e.
Element x y z (Å)
N 0.46 -6.04 -0.53  -0.564
C -0.33 -4.93 -0.02  0.572
N -1.26 -4.40 -1.01  -0.678
N -1.16 -5.49 1.06  -0.710
C 0.58 -3.83 0.57  -1.938
C 1.80 -3.43 -0.31  1.226
P 1.99 -1.62 0.07  0.677
O 0.98 -0.83 -0.65  -0.455
O 3.51 -1.22 -0.20  -0.599
O 1.77 -1.51 1.65  -0.474
O 1.39 -3.61 -1.67  -0.265
S 2.35 -3.24 -2.90  1.142
O 1.98 -4.17 -3.91  -0.706
O 2.31 -1.85 -3.17  -0.531
C 3.98 -3.61 -2.29  -0.759
C 4.08 -4.51 -1.06  -0.774
C 2.97 -4.39 0.00  -0.632
Br 3.76 -4.00 1.75  -0.088
H 0.54 -6.01 -1.54  0.275
H -0.03 -6.90 -0.29  0.279
H -0.92 -4.58 -1.95  0.348
H -1.32 -3.39 -0.93  0.287
H -0.59 -5.72 1.86  0.291
H -1.86 -4.81 1.34  0.282
H 0.95 -4.15 1.54  0.355
H -0.05 -2.96 0.74  0.440
H 3.72 -0.35 0.14  0.399
H 2.30 -0.81 2.06  0.370
H 4.42 -4.14 -3.14  0.555
H 4.50 -2.67 -2.19  0.327
H 4.14 -5.55 -1.37  0.319
H 5.03 -4.28 -0.58  0.416
H 2.54 -5.38 0.14  0.627
C 1.91 5.97 3.87  -1.099
C 1.04 4.90 4.49  -0.215
O 0.20 4.25 3.52  -0.367
C 0.81 3.35 2.75  0.732
O 1.96 3.00 2.83  -0.587
O -0.09 2.86 1.89  -0.323
C 0.45 1.90 0.98  -0.632
H 1.30 6.69 3.32  0.294
H 2.46 6.49 4.64  0.365
H 2.63 5.53 3.17  0.315
H 0.34 5.35 5.19  0.308
H 1.63 4.15 5.02  0.315
H 0.94 1.10 1.52  0.222
H 1.14 2.37 0.29  0.408
H -0.39 1.49 0.42  0.269
C -2.78 1.28 3.30  -0.847
C -2.80 0.45 2.03  0.168
O -3.96 -0.39 1.95  -0.370
C -5.10 0.22 1.62  0.744
O -5.22 1.39 1.35  -0.560
O -6.07 -0.69 1.61  -0.349
C -7.36 -0.16 1.29  -0.639
H -2.87 0.64 4.18  0.314
H -1.84 1.84 3.36  0.040
H -3.60 2.00 3.32  0.325
H -1.96 -0.24 2.01  0.075
H -2.75 1.08 1.14  0.291
H -7.34 0.38 0.35  0.298
H -7.71 0.50 2.08  0.293
H -8.02 -1.02 1.22  0.219
C -0.69 6.13 -3.87  -1.081
C -0.48 5.19 -5.04  -0.186
O 0.49 4.17 -4.74  -0.400
C 0.06 3.18 -3.97  0.747
O -1.06 3.05 -3.55  -0.569
O 1.07 2.34 -3.76  -0.353
C 0.76 1.23 -2.91  -0.088
H 0.25 6.57 -3.56  0.285
H -1.37 6.93 -4.16  0.351
H -1.13 5.61 -3.02  0.313
H -0.06 5.73 -5.89  0.289
H -1.41 4.72 -5.35  0.315
H -0.10 0.68 -3.28  0.303
H 0.56 1.57 -1.90  -0.093
H 1.63 0.58 -2.91  0.145

***

Record 2
This record from the OMol25 dataset describes a 3-piece molecular cluster, C18H39FI2N2O3 overall in a non-equilibrium geometry. The level of theory is wB97M-V/def2-TZVPD.

Results
**Gap between HOMO and LUMO**: 0.29162 hartree
**HOMO**: -7.99 eV
**SMILES**: C[C@H](I)[C@@H](I)OC(=O)OCCF.CCN(CC)CC.CCN(CC)CC
**LUMO**: -0.05 eV
**Strongest force on any atom**: 5.8 eV/Å

Last column: Mulliken charge in e.
Element x y z (Å)
C -2.56 0.87 1.66  -1.072
C -1.70 -0.34 2.07  -0.333
I -0.62 0.03 3.89  0.064
C -0.68 -0.69 0.99  -0.946
I -1.80 -1.09 -0.85  0.081
O 0.13 0.42 0.75  0.087
C 1.44 0.14 0.60  0.372
O 2.08 -0.40 1.37  -0.421
O 1.93 0.60 -0.57  -0.326
C 2.26 1.99 -0.44  -0.516
C 1.39 2.87 -1.28  -0.167
F 1.61 2.61 -2.61  -0.286
H -2.75 1.46 2.55  0.382
H -3.52 0.55 1.27  0.371
H -2.09 1.51 0.93  0.226
H -2.36 -1.18 2.19  0.578
H -0.12 -1.59 1.23  0.645
H 3.28 2.11 -0.80  0.420
H 2.26 2.34 0.58  0.375
H 0.32 2.74 -1.08  0.136
H 1.62 3.92 -1.11  0.324
C 3.01 -3.03 3.27  -1.419
C 1.89 -3.25 4.28  0.054
N 1.71 -4.64 4.67  0.066
C 0.50 -4.86 5.43  -0.679
C 0.38 -4.21 6.81  -0.987
C 2.90 -5.32 5.16  -0.725
C 3.60 -4.74 6.39  -0.977
H 2.84 -3.62 2.37  0.305
H 3.04 -1.98 2.99  0.349
H 3.99 -3.29 3.68  0.375
H 0.97 -2.90 3.83  0.178
H 2.08 -2.60 5.15  0.178
H 0.34 -5.94 5.53  0.353
H -0.34 -4.52 4.82  0.382
H 0.97 -4.73 7.56  0.244
H -0.66 -4.25 7.15  0.387
H 0.68 -3.16 6.80  0.272
H 3.62 -5.37 4.34  0.385
H 2.64 -6.37 5.35  0.375
H 3.68 -3.66 6.35  0.252
H 4.62 -5.14 6.45  0.367
H 3.10 -5.02 7.32  0.289
C -0.90 1.64 -4.40  -1.260
C -2.18 2.22 -5.00  -0.396
N -2.20 3.67 -5.03  0.128
C -3.51 4.21 -5.37  -0.695
C -4.07 3.92 -6.77  -0.978
C -1.07 4.30 -5.69  -0.551
C -0.80 3.95 -7.15  -1.016
H -0.74 2.02 -3.39  0.168
H -0.98 0.56 -4.34  0.458
H -0.02 1.88 -5.00  0.290
H -3.02 1.87 -4.38  0.457
H -2.33 1.77 -5.99  0.226
H -3.49 5.29 -5.21  0.355
H -4.22 3.83 -4.63  0.401
H -3.59 4.53 -7.53  0.225
H -5.13 4.16 -6.79  0.399
H -3.97 2.87 -7.05  0.274
H -0.17 4.06 -5.11  0.186
H -1.17 5.38 -5.59  0.392
H -0.90 2.88 -7.36  0.241
H 0.23 4.23 -7.41  0.392
H -1.45 4.50 -7.83  0.288

***

Record 3
This record from the OMol25 dataset describes a 5-piece molecular cluster, C18H40BCl2N4O5 overall. The level of theory is wB97M-V/def2-TZVPD.

Results
**Gap between HOMO and LUMO**: 0.14674 hartree
**Charge**: -1
**HOMO**: -2.19 eV
**LUMO**: 1.80 eV
**Strongest force on any atom**: 0.7 eV/Å

Last column: Mulliken charge in e.
Element x y z (Å)
C -0.07 0.79 1.94  -0.660
C -1.46 0.66 1.29  -0.389
B -2.69 1.50 1.90  0.567
O -2.51 2.90 1.86  -0.811
C -3.99 0.88 2.44  -0.995
C -4.99 0.57 1.36  0.182
Cl -4.68 1.46 -0.25  -0.337
C -6.42 0.92 1.81  0.008
C -6.79 2.39 1.74  -1.181
Cl -7.69 -0.07 0.90  -0.307
H 0.66 0.14 1.44  0.078
H 0.32 1.81 1.87  0.284
H -0.08 0.51 3.00  0.035
H -1.34 0.99 0.24  0.305
H -1.75 -0.40 1.26  0.215
H -2.03 3.16 1.07  0.272
H -3.75 -0.09 2.90  -0.012
H -5.00 -0.48 1.03  0.410
H -6.47 0.57 2.85  0.414
H -6.98 2.69 0.71  0.333
H -5.95 2.96 2.14  0.242
H -7.69 2.59 2.34  0.370
C -1.90 -1.03 4.90  0.655
O -2.27 -1.97 4.24  -0.636
N -2.11 -0.93 6.24  0.084
C -1.65 0.20 7.00  -0.913
C -2.85 -1.99 6.89  -0.992
H -1.36 -0.17 4.49  -0.145
H -0.95 -0.11 7.79  0.332
H -2.48 0.73 7.47  0.336
H -1.13 0.89 6.34  0.293
H -2.34 -2.95 6.78  0.285
H -3.85 -2.09 6.46  0.290
H -2.94 -1.76 7.95  0.390
C 3.01 1.08 -0.15  0.122
O 2.72 2.13 0.39  -0.617
N 2.97 0.89 -1.49  0.198
C 3.30 -0.36 -2.12  -0.732
C 2.54 1.99 -2.32  -1.047
H 3.30 0.17 0.41  0.295
H 4.10 -0.22 -2.86  0.166
H 2.43 -0.77 -2.63  0.299
H 3.61 -1.09 -1.37  0.336
H 3.20 2.85 -2.20  0.295
H 1.53 2.31 -2.06  0.287
H 2.57 1.67 -3.36  0.412
C 5.90 1.33 -5.59  0.136
O 4.72 1.06 -5.50  -0.560
N 6.90 0.46 -5.35  0.118
C 8.29 0.83 -5.47  -0.928
C 6.55 -0.90 -4.96  -0.815
H 6.26 2.33 -5.88  0.268
H 8.80 0.23 -6.22  0.330
H 8.81 0.71 -4.52  0.339
H 8.36 1.88 -5.77  0.289
H 5.95 -1.38 -5.74  0.297
H 5.97 -0.90 -4.04  0.123
H 7.47 -1.46 -4.81  0.390
C -0.28 -1.86 -1.26  0.807
O 0.88 -2.11 -0.97  -0.653
N -0.94 -2.44 -2.29  0.093
C -2.32 -2.10 -2.57  -0.843
C -0.25 -3.41 -3.10  -0.953
H -0.88 -1.13 -0.70  -0.295
H -2.96 -2.99 -2.48  0.330
H -2.43 -1.69 -3.57  0.332
H -2.67 -1.36 -1.85  0.247
H 0.09 -4.25 -2.49  0.291
H 0.62 -2.98 -3.58  0.251
H -0.94 -3.78 -3.87  0.389